1.
Below is CH3IN2O2 as an isolated structure, with properties calculated with ωB97M-V with the def2-TZVPD basis set.

Geometry as XYZ:
```
9
Properties=species:S:1:pos:R:3:forces:R:3
I -2.93165 -2.15735 0.53977 0.078 0.342 -0.179
O -0.36837 -1.10905 -0.88972 -1.622 -3.173 0.275
O 0.85098 -3.41217 0.34396 -0.174 0.651 -0.187
N -0.95906 -2.24385 0.07283 -0.441 4.264 -2.392
N -0.31931 -3.15736 0.58158 1.640 -3.089 1.276
C 0.68989 -0.42219 -0.26688 0.222 -1.136 1.975
H 0.15085 0.25874 0.40207 0.920 0.867 -0.244
H 1.27343 -0.01689 -1.13060 -0.286 -0.056 1.164
H 1.26067 -1.13558 0.44893 -0.337 1.329 -1.689
```
Forces are in eV/Å.

2.
Below is an isolated molecule of CH3INP, with properties calculated with ωB97M-V with the def2-TZVPD basis set.

Geometry as XYZ:
```
7
Properties=species:S:1:pos:R:3:forces:R:3
I -0.84681 0.06752 -3.55715 -0.070 -0.182 0.617
P -0.87805 -0.87726 -1.30837 2.904 5.066 2.553
N 0.02646 0.59875 -0.31045 -3.473 -4.942 -3.856
C 0.31331 0.11854 1.01074 2.856 3.417 -0.912
H 0.97735 -0.67829 0.95684 1.699 -1.376 -0.009
H 0.79655 0.96864 1.56771 -0.119 -0.743 -0.500
H -0.38881 -0.19789 1.64069 -3.798 -1.241 2.107
```
Forces are in eV/Å.

3.
Below is an isolated molecule of CH3IO, with properties calculated with ωB97M-V with the def2-TZVPD basis set.

Geometry as XYZ:
```
6
Properties=species:S:1:pos:R:3:forces:R:3
I -1.48344 1.30244 -0.91480 0.433 -0.924 0.412
O 1.19578 0.19562 0.14144 -3.191 -2.141 -2.774
C -0.29306 -0.33556 -0.10345 4.987 2.475 -2.024
H -0.69454 -0.72757 0.76964 -0.787 -0.678 1.350
H 1.16507 0.56797 0.96838 0.085 1.635 3.193
H 0.11019 -1.00290 -0.86120 -1.528 -0.367 -0.158
```
Forces are in eV/Å.

4.
Below is CH3IO2 as an isolated structure, with properties calculated with ωB97M-V with the def2-TZVPD basis set.

Geometry as XYZ:
```
7
Properties=species:S:1:pos:R:3:forces:R:3
I -1.70482 -1.89472 -0.11129 -0.591 -2.704 0.429
O -1.32982 -0.10576 -0.50664 3.282 2.276 -1.276
O 1.49269 0.53641 -0.36383 -3.132 -2.981 -0.045
C -0.01881 0.40990 0.01766 0.466 -0.137 3.638
H -0.27753 1.42931 0.00994 -0.018 1.255 0.007
H 1.89262 -0.36372 -0.18206 -0.581 1.437 -0.344
H -0.05432 -0.01142 1.13622 0.574 0.854 -2.408
```
Forces are in eV/Å.

5.
Below is an isolated molecule of CH3IO3, with properties calculated with ωB97M-V with the def2-TZVPD basis set.

Geometry as XYZ:
```
8
Properties=species:S:1:pos:R:3:forces:R:3
I 2.44749 -0.02390 -0.05028 -0.707 0.275 0.043
O -0.36455 1.20800 -0.37906 0.297 1.654 -0.440
O -0.27695 -0.27346 1.20605 -0.656 -3.119 -0.080
O -0.19542 -0.90334 -1.04149 -1.028 -1.459 2.120
C 0.12449 -0.02553 -0.05877 0.617 2.990 -0.581
H -1.03492 1.28991 -1.08998 0.875 -0.897 0.374
H -0.56161 -1.63192 -0.49190 0.138 -0.229 -0.992
H -0.13854 0.36024 1.90542 0.465 0.785 -0.443
```
Forces are in eV/Å.

6.
Below is an isolated ion of composition CH3IO3P and charge -1, with properties calculated with ωB97M-V with the def2-TZVPD basis set.

Computed properties:
Net charge   -1

Geometry as XYZ:
```
9
Properties=species:S:1:pos:R:3:forces:R:3
I 0.24692 1.28212 -2.44391 -0.043 -0.037 -0.301
P 0.49118 1.20043 0.01722 -0.108 -2.793 1.068
O 0.76271 -0.48735 0.25447 0.630 2.320 -0.381
O 1.73029 1.81529 0.41034 2.311 1.255 -0.047
O -0.78962 1.56970 0.62223 -1.212 0.179 -0.117
C -0.41824 -1.21493 0.27590 -1.010 -0.255 -0.057
H -0.62711 -1.46782 -0.83208 -0.692 0.300 1.711
H -1.13833 -0.52005 0.86272 0.215 -1.748 -1.433
H -0.25781 -2.17741 0.83312 -0.090 0.778 -0.442
```
Forces are in eV/Å.

7.
Below is an isolated molecule of CH3IOP2, with properties calculated with ωB97M-V with the def2-TZVPD basis set.

Geometry as XYZ:
```
8
Properties=species:S:1:pos:R:3:forces:R:3
I 0.35021 0.25114 2.39487 0.159 -0.323 1.086
P -1.07744 -1.39942 0.36009 -1.039 3.847 -0.284
P 1.21088 0.95643 0.20430 0.351 -1.756 -0.561
O -0.35884 -2.57879 -0.00095 1.624 -2.421 -0.722
C -0.14869 0.19585 -0.74148 -1.909 -0.713 -1.413
H 0.29319 -0.44306 -1.56098 -0.330 0.806 0.724
H -0.99858 0.87049 -1.23998 1.908 -1.275 1.357
H 0.72928 2.14736 0.58415 -0.763 1.835 -0.187
```
Forces are in eV/Å.

8.
Below is CH3IOS2 as an isolated structure, with properties calculated with ωB97M-V with the def2-TZVPD basis set.

Geometry as XYZ:
```
8
Properties=species:S:1:pos:R:3:forces:R:3
I -2.25598 0.09024 -0.32066 -0.199 -0.442 0.275
S 0.75486 1.09178 1.02508 0.673 -1.491 -0.392
S 2.11447 0.23522 2.13536 -1.057 0.093 -0.970
O 1.03859 2.43516 0.59457 -0.149 0.553 -0.621
C -0.25780 -0.11961 -0.82578 1.213 -1.460 2.805
H -0.21065 0.40321 -1.72228 0.967 1.269 -1.278
H 0.25228 -1.15795 -0.87922 -1.146 1.814 0.544
H -0.36749 1.14805 1.80029 -0.302 -0.336 -0.363
```
Forces are in eV/Å.

9.
Below is an isolated molecule of CH3IOS2, with properties calculated with ωB97M-V with the def2-TZVPD basis set.

Geometry as XYZ:
```
8
Properties=species:S:1:pos:R:3:forces:R:3
I -1.05008 -2.09181 -1.76047 -0.003 0.082 0.115
S 0.00031 0.10443 -1.86984 5.928 -0.929 1.517
S -0.78166 1.19449 -0.29295 0.196 -0.223 -0.129
O 1.65473 -0.21402 -1.47886 -6.052 1.119 -1.280
C -0.05730 0.36088 1.14850 -0.304 -0.026 -0.218
H -0.83333 -0.25114 1.60248 0.145 -0.072 0.051
H 0.79109 -0.23299 0.81144 0.060 0.030 -0.026
H 0.27623 1.13016 1.83970 0.031 0.019 -0.030
```
Forces are in eV/Å.

10.
Below is an isolated molecule of CH3IOS2, with properties calculated with ωB97M-V with the def2-TZVPD basis set.

Geometry as XYZ:
```
8
Properties=species:S:1:pos:R:3:forces:R:3
I 2.74752 0.84940 1.07527 -0.519 -0.376 -0.105
S 2.28375 -2.05438 -1.13191 -1.509 1.997 0.961
S 1.38520 -0.33934 -0.68553 -1.257 -1.155 -0.242
O -0.31430 -0.66181 -0.01892 1.158 -1.216 -0.405
C -1.35751 0.34937 0.14552 1.598 0.524 -0.853
H -0.72479 1.21073 0.32413 -0.803 1.002 0.069
H -2.04401 0.48515 -0.72863 0.960 -0.311 0.422
H -1.97587 0.16089 1.02007 0.372 -0.465 0.152
```
Forces are in eV/Å.

11.
Below is an isolated molecule of CH3IOS2, with properties calculated with ωB97M-V with the def2-TZVPD basis set.

Geometry as XYZ:
```
8
Properties=species:S:1:pos:R:3:forces:R:3
I -3.89677 -2.10558 -1.04932 -1.298 0.546 -0.175
S -1.81735 -3.09222 -0.82436 0.771 -1.200 -0.173
S -0.48536 -1.70498 -1.39751 -0.257 -0.373 1.485
O 0.58413 -0.02924 0.27801 1.697 0.151 1.524
C -0.61323 -0.68118 0.19277 0.583 0.637 -1.862
H -0.85276 -1.08895 1.17077 -0.017 -0.901 -0.471
H -1.33501 0.01793 -0.13962 -1.374 0.608 0.286
H 0.71954 0.60120 -0.41435 -0.106 0.532 -0.615
```
Forces are in eV/Å.

12.
Below is a 2-piece molecular cluster, CH3IS2 overall, with properties calculated with ωB97M-V with the def2-TZVPD basis set.

Geometry as XYZ:
```
7
Properties=species:S:1:pos:R:3:forces:R:3
I 2.98744 1.64685 1.96754 -0.032 -0.009 -0.026
S -0.70539 1.16272 -0.98606 -0.433 -0.354 -0.070
S -0.94152 1.05094 -2.91335 0.046 0.178 -0.184
C -1.15362 -0.50181 -0.41693 -2.493 0.589 0.035
H -0.47315 -1.15570 -0.85668 0.865 -1.281 -1.049
H -2.26468 -0.82487 -0.59582 2.171 0.864 0.188
H -0.92035 -0.51153 0.62044 -0.124 0.013 1.106
```
Forces are in eV/Å.

These records have total energy values of -16255.3665; -19962.1303; -11232.4256; -13278.1393; -15328.0434; -24622.0642; -29810.3849; -32900.6931; -32902.6075; -32902.1007; -32903.6774; -30855.3337 eV, in the order they appear.